[1]
The following is a quantum chemistry calculation of a 4-piece molecular cluster, C20H30IN5O8 overall, from the Open Molecules 2025 dataset.

Atoms and positions in Å:
I  -1.749  -2.730  -0.945
O  1.007  -5.558  -1.351
O  -3.368  -4.067  1.617
O  0.756  3.485  2.186
O  -1.513  3.681  2.014
O  3.703  0.433  4.083
O  1.418  -6.596  -3.202
O  -3.291  -5.847  2.840
O  1.741  0.848  4.871
N  -2.856  -4.781  2.457
N  -1.156  0.471  -2.568
N  1.686  0.810  -1.802
N  0.722  -6.332  -2.243
N  2.796  0.246  4.864
C  -0.963  4.160  -2.023
C  0.621  2.054  2.367
C  -0.293  -0.534  -2.454
C  0.776  1.841  -1.880
C  -1.585  -4.312  3.073
C  0.431  4.322  -1.612
C  1.954  1.426  1.811
C  -0.599  -7.010  -2.142
C  1.047  5.680  -1.202
C  -1.668  -2.062  -4.034
C  1.107  -0.351  -2.093
C  -1.426  2.882  -2.334
C  -0.597  1.689  -2.268
C  -0.394  4.098  1.795
C  -3.206  -2.072  -3.794
C  1.240  3.184  -1.563
C  -0.234  5.453  1.071
C  -0.793  -1.967  -2.731
C  2.998  -0.808  5.895
C  1.148  5.689  0.374
H  3.867  -0.526  6.484
H  0.446  6.539  -1.553
H  -2.478  2.752  -2.638
H  -1.364  -6.236  -2.134
H  -1.392  -1.240  -4.720
H  1.467  6.726  0.646
H  -0.824  -5.058  2.860
H  -0.606  -7.577  -1.215
H  -0.382  6.241  1.845
H  3.164  -1.747  5.374
H  -1.658  5.014  -2.072
H  2.110  -0.860  6.516
H  -3.526  -3.032  -3.347
H  1.952  1.654  0.724
H  2.292  3.312  -1.248
H  -0.193  1.590  1.782
H  0.120  -2.574  -2.900
H  -0.720  -7.665  -2.998
H  2.844  1.814  2.329
H  -3.548  -1.249  -3.129
H  1.744  -1.256  -2.051
H  1.895  0.318  1.892
H  -1.421  -3.046  -4.497
H  -1.321  -3.353  2.637
H  0.574  1.862  3.462
H  2.096  5.694  -1.566
H  -1.038  5.626  0.327
H  1.959  5.022  0.716
H  -3.764  -1.951  -4.746
H  -1.755  -4.218  4.142

relative energy (zero: lowest compared OMol25 entry of this formula, charge and spin)	83.2	kJ/mol
orbital gap	8.3	eV
total charge	0
E_HOMO	-8.684	eV
electronic energy	-53149.0708	eV
LUMO energy	-0.4	eV

***

[2]
The following is a quantum chemistry calculation of an isolated molecule of C20H30N2O5, from the Open Molecules 2025 dataset.

Atoms and positions in Å:
O  -1.735  -0.744  0.789
O  -0.506  3.006  -0.672
O  5.051  -0.046  -0.421
O  -5.251  -0.124  -0.558
O  -4.664  -2.212  0.022
N  -2.540  0.733  -0.717
N  -0.601  2.178  1.430
C  -5.141  -2.048  1.359
C  -2.331  0.286  0.528
C  7.137  -3.106  -0.005
C  6.819  -1.640  -0.283
C  -4.096  -1.546  -2.141
C  3.588  1.750  -0.698
C  7.724  -0.720  0.531
C  2.359  2.348  -0.552
C  -1.997  2.496  1.629
C  -4.083  -2.561  2.323
C  3.806  0.451  -0.226
C  5.350  -1.352  0.031
C  -4.732  -1.182  -0.815
C  -0.007  2.341  0.218
C  -2.853  1.220  1.615
C  -2.122  0.041  -1.910
C  -3.323  -0.382  -2.761
C  1.319  1.680  0.092
C  2.757  -0.232  0.384
C  1.528  0.383  0.544
H  -3.994  0.471  -2.879
H  -3.900  1.462  1.429
H  -4.389  -2.360  3.346
H  2.883  -1.245  0.733
H  4.405  2.260  -1.183
H  -3.947  -3.631  2.194
H  -2.273  3.163  0.809
H  4.707  -2.082  -0.480
H  -6.072  -2.617  1.451
H  6.516  -3.761  -0.612
H  -5.354  -0.987  1.526
H  8.765  -0.868  0.255
H  0.716  -0.181  0.983
H  -4.904  -1.844  -2.814
H  -2.770  0.700  2.571
H  -3.050  1.591  -0.852
H  6.961  -3.340  1.044
H  -2.968  -0.679  -3.748
H  8.179  -3.314  -0.232
H  7.616  -0.926  1.594
H  7.459  0.318  0.349
H  5.178  -1.429  1.114
H  6.974  -1.433  -1.347
H  -3.446  -2.406  -1.980
H  -1.472  0.706  -2.488
H  2.184  3.345  -0.927
H  -0.181  1.536  2.084
H  -1.546  -0.831  -1.590
H  -3.136  -2.067  2.121
H  -2.122  3.029  2.577

relative energy (zero: lowest compared OMol25 entry of this formula, charge and spin)	126.7	kJ/mol
orbital gap	9.4	eV
total charge	0
E_HOMO	-8.567	eV
electronic energy	-34446.3854	eV
LUMO energy	0.8	eV

***

[3]
The following is a quantum chemistry calculation of a 3-piece molecular cluster, C20H31BCl2O2P overall, from the Open Molecules 2025 dataset.

Atoms and positions in Å:
Cl  3.192  5.529  -0.221
Cl  3.964  7.592  -3.482
P  5.217  6.231  -2.395
O  5.910  5.435  -3.697
O  -1.456  -0.802  -2.402
C  3.865  2.325  -1.088
C  0.740  -3.873  5.339
C  -0.977  0.526  -2.577
C  -1.245  -2.558  5.016
C  0.232  0.501  -3.493
C  -4.061  -1.660  1.749
C  -5.111  -1.117  1.021
C  1.337  -3.237  4.260
C  1.457  -0.186  -2.885
C  -0.552  -3.534  5.718
C  -2.802  -0.845  -2.016
C  -4.206  -2.896  2.361
C  -0.647  -1.922  3.936
C  2.106  0.604  -1.744
C  -6.306  -1.812  0.903
C  -6.454  -3.047  1.519
C  0.645  -2.260  3.558
C  -5.404  -3.589  2.248
C  3.050  1.707  -2.218
C  4.759  3.477  -1.562
B  3.940  4.843  -1.857
H  -3.458  -0.407  -2.780
H  -1.768  1.154  -3.004
H  1.333  1.055  -1.113
H  -7.122  -1.392  0.328
H  6.534  6.034  -4.127
H  3.047  4.731  -2.665
H  -2.974  -0.306  -1.074
H  2.482  2.500  -2.713
H  -7.386  -3.589  1.428
H  2.345  -3.500  3.966
H  -3.126  -1.122  1.831
H  0.484  1.530  -3.766
H  -2.253  -2.292  5.308
H  -1.186  -1.158  3.391
H  5.524  3.668  -0.798
H  3.182  2.692  -0.313
H  -0.067  -0.017  -4.409
H  -3.079  -1.887  -1.864
H  1.178  -1.189  -2.554
H  -4.993  -0.155  0.540
H  -1.018  -4.029  6.560
H  2.203  -0.314  -3.676
H  2.662  -0.081  -1.095
H  1.111  -1.762  2.719
H  -5.518  -4.554  2.725
H  4.461  1.526  -0.623
H  5.292  3.162  -2.468
H  -3.382  -3.320  2.921
H  1.282  -4.635  5.886
H  -0.717  0.941  -1.596
H  3.736  1.285  -2.962

orbital gap	6.4	eV
total charge	-1
E_HOMO	-4.266	eV
electronic energy	-60351.9926	eV
LUMO energy	2.2	eV

***

[4]
The following is a quantum chemistry calculation of C20H31CaN3O3PSbSe4 as an isolated structure, from the Open Molecules 2025 dataset.

Atoms and positions in Å:
Sb  -4.089  0.403  -2.364
Se  -2.353  2.178  -2.956
Se  -3.631  -1.772  -3.447
Se  -3.493  0.162  0.107
Se  -6.403  1.108  -2.687
Ca  -1.166  1.609  -0.468
P  0.698  -1.135  -0.269
O  0.548  0.301  0.084
O  -0.071  3.350  -0.744
O  -1.144  2.419  1.532
N  2.195  -1.650  0.311
N  0.793  -1.386  -1.895
N  -0.413  -2.149  0.437
C  -0.069  5.869  1.882
C  -0.296  4.620  1.269
C  0.680  6.814  -0.186
C  0.495  5.620  -0.818
C  3.462  -2.012  2.288
C  -2.073  -2.778  2.029
C  2.829  -0.922  1.423
C  -1.982  -3.791  0.880
C  2.536  -3.069  0.370
C  3.770  -3.107  1.266
C  1.034  -2.665  -2.581
C  -1.086  3.685  3.513
C  -0.027  -1.138  -4.098
C  0.109  -2.631  -3.800
C  -0.914  -1.798  1.781
C  0.025  4.449  -0.129
C  -1.434  -2.943  -0.260
C  0.413  6.949  1.192
C  -0.848  3.513  2.019
C  -0.138  -0.553  -2.706
H  -0.995  -3.537  -1.063
H  -3.014  -2.233  1.958
H  -1.269  -0.767  1.822
H  -2.008  -3.246  3.013
H  0.519  -3.199  -4.637
H  1.032  7.674  -0.745
H  -1.806  4.483  3.699
H  2.106  -0.311  1.964
H  -0.293  5.988  2.936
H  0.865  -0.757  -4.607
H  -0.880  -3.023  -3.553
H  0.683  5.502  -1.878
H  2.085  -2.712  -2.893
H  0.573  7.897  1.690
H  -2.944  -4.239  0.631
H  -1.175  -0.671  -2.369
H  -2.234  -2.326  -0.680
H  -0.154  3.928  4.026
H  2.742  -3.462  -0.627
H  -1.485  2.750  3.897
H  4.655  -2.833  0.686
H  1.719  -3.659  0.809
H  -0.913  -0.906  -4.686
H  0.835  -3.527  -1.940
H  -0.104  -1.905  2.515
H  3.934  -4.089  1.713
H  0.153  0.494  -2.650
H  2.740  -2.382  3.020
H  -1.269  -4.585  1.128
H  4.345  -1.654  2.818
H  3.600  -0.246  1.033

relative energy (zero: lowest compared OMol25 entry of this formula, charge and spin)	0.0	kJ/mol
orbital gap	4.9	eV
total charge	-2
E_HOMO	-0.959	eV
electronic energy	-327516.2762	eV
LUMO energy	4.0	eV

***

[5]
The following is a quantum chemistry calculation of C20H31Cl2CsFIKLiN7NaO10P2S as an isolated structure, from the Open Molecules 2025 dataset.

Atoms and positions in Å:
Cs  9.135  -1.095  1.685
I  -2.522  -3.950  -1.041
K  -0.082  -6.190  1.006
Cl  2.019  -3.339  5.674
Cl  6.325  2.753  2.101
S  6.578  -0.849  1.423
P  -6.788  2.921  -0.074
P  -5.231  -2.287  -1.378
Na  0.098  4.021  0.727
F  -2.384  -3.130  1.855
O  -0.229  0.400  -2.993
O  -3.418  5.673  0.486
O  6.440  -0.084  0.141
O  -4.223  3.871  1.198
O  1.268  -2.475  3.429
O  -6.747  3.692  -1.558
O  -0.977  2.092  -4.132
O  -6.702  -1.500  -1.350
O  -0.161  0.379  -5.155
O  0.747  -1.711  1.381
N  3.702  0.602  -1.082
N  -5.222  0.676  -0.338
N  2.878  0.430  -3.324
N  5.177  0.694  -3.021
N  -4.113  4.799  0.139
N  -2.983  1.959  0.953
N  -0.456  0.959  -4.105
C  -5.218  1.925  0.123
C  -1.551  -1.324  0.390
C  3.805  0.582  -2.501
C  -1.708  -0.035  0.797
C  -4.043  0.067  -0.083
C  -0.320  -2.205  0.545
C  2.727  1.576  -0.529
C  5.010  -0.760  2.285
C  7.483  0.205  2.578
C  -8.112  1.625  -0.145
C  -0.615  0.743  1.495
C  -3.895  -1.310  -0.524
C  1.718  0.768  0.354
C  1.271  -2.684  2.259
C  -2.714  -1.940  -0.309
C  -2.938  0.666  0.545
C  1.832  -4.036  1.781
C  0.328  1.417  0.445
C  -4.652  -2.300  -3.168
C  -4.122  2.558  0.752
Li  7.374  1.810  -2.389
H  4.613  0.713  -0.648
H  -8.999  1.899  0.436
H  -4.416  -3.349  -3.406
H  1.596  -0.183  -0.186
H  -0.143  1.507  -0.552
H  2.217  2.169  -1.303
H  2.721  -3.970  1.136
H  -1.059  1.594  2.039
H  -0.058  0.184  2.250
H  4.275  -1.323  1.711
H  6.980  1.228  2.645
H  8.494  0.326  2.211
H  0.498  2.475  0.794
H  -3.741  -1.710  -3.329
H  2.008  0.329  -2.786
H  -0.680  -3.155  0.973
H  7.512  -0.272  3.565
H  2.167  -4.555  2.699
H  2.161  0.526  1.329
H  0.075  -2.455  -0.463
H  5.682  1.110  -2.252
H  4.699  0.282  2.365
H  -5.487  -2.021  -3.831
H  5.115  -1.203  3.276
H  -7.194  4.540  -1.470
H  3.304  2.268  0.116
H  -8.330  1.435  -1.209
H  -7.713  0.685  0.265
H  -6.642  -0.778  -1.995
H  5.497  -0.276  -3.061
H  1.060  -4.676  1.337

orbital gap	1.8	eV
total charge	0
E_HOMO	-5.095	eV
electronic energy	-138899.0744	eV
LUMO energy	-3.3	eV

***

[6]
The following is a quantum chemistry calculation of an isolated ion of composition C20H31N2O2 and charge +1, from the Open Molecules 2025 dataset.

Atoms and positions in Å:
O  0.112  -1.813  -1.147
O  -2.783  -0.689  -0.059
N  1.101  1.528  3.306
N  0.103  0.781  1.587
C  -0.474  -1.807  -2.416
C  -0.141  1.494  2.618
C  -0.593  -0.965  -4.724
C  1.652  0.584  1.396
C  -1.515  3.469  2.566
C  -0.556  0.382  0.378
C  1.956  1.144  2.577
C  3.579  0.955  3.023
C  1.174  2.358  4.521
C  2.469  -0.105  0.542
C  3.683  -0.331  0.870
C  -0.554  -2.090  0.152
C  0.365  -1.133  -3.438
C  -1.339  3.868  1.246
C  -1.523  -3.273  -4.212
C  -0.783  -3.108  -2.909
C  4.431  0.125  2.154
C  -0.878  -2.355  -5.232
C  -1.521  2.184  2.781
C  -1.353  -0.928  0.495
H  -1.494  4.961  1.161
H  -1.382  -0.561  -4.492
H  1.120  -1.680  -3.382
H  0.274  -3.621  -2.938
H  0.396  0.134  -3.189
H  -1.713  -4.210  -4.439
H  -0.058  0.277  -0.430
H  3.925  1.212  3.791
H  -1.575  1.783  3.874
H  -0.458  3.531  0.820
H  -2.662  -2.722  -4.001
H  5.300  -0.041  2.417
H  -0.746  4.034  3.245
H  -2.100  1.543  2.210
H  -2.042  3.485  0.406
H  -1.183  1.354  0.082
H  4.434  -0.764  0.229
H  -1.462  -2.552  -6.155
H  -1.329  -2.981  -0.177
H  2.087  -0.710  -0.178
H  -1.464  -3.853  -2.263
H  0.220  -3.054  -5.178
H  0.119  2.334  5.165
H  -1.422  -1.048  1.787
H  -2.927  -1.653  -0.099
H  -1.692  -1.346  -2.250
H  0.379  -2.268  0.673
H  1.586  1.635  5.249
H  -2.392  3.777  2.903
H  0.085  -0.469  -5.468
H  1.563  3.199  4.553

relative energy (zero: lowest compared OMol25 entry of this formula, charge and spin)	1811.8	kJ/mol
orbital gap	9.0	eV
total charge	+1
E_HOMO	-11.953	eV
electronic energy	-28295.1763	eV
LUMO energy	-2.9	eV